1.
19
Properties=species:S:1:pos:R:3:forces:R:3 method="wB97M-V/def2-TZVPD" charge=0 multiplicity=1 de_lowest_kj_mol=249.9 total_energy_ha=-630.925436
C -1.214 -1.103 -2.238 -0.243 0.388 0.575
C -1.713 0.092 -1.245 0.072 -0.694 -2.376
C -0.468 0.606 -0.583 1.914 -1.212 1.355
P 0.748 -0.772 0.404 -1.533 2.035 -0.494
O 2.209 -0.038 0.016 -0.417 -3.781 1.078
N 0.265 -0.004 1.924 -0.091 -0.509 -1.266
C 0.998 -0.506 3.077 -1.236 -1.385 -0.556
H -1.984 -1.436 -2.984 0.570 0.181 0.962
H -0.318 -0.793 -2.839 -0.799 0.098 0.557
H -0.831 -1.949 -1.601 -0.706 0.613 -0.736
H -2.124 0.927 -1.900 0.249 -0.971 0.784
H -2.529 -0.241 -0.580 0.491 0.027 -0.204
H 0.217 0.874 -1.421 -0.353 0.463 0.831
H -0.576 1.357 0.251 0.076 -0.394 -1.318
H 2.024 0.834 -0.140 -0.338 3.850 -0.597
H -0.783 0.075 1.995 1.689 -0.261 0.172
H 2.051 -0.406 2.931 0.693 -0.032 -0.281
H 0.729 0.094 3.874 -0.323 1.338 1.927
H 0.739 -1.539 3.392 0.285 0.247 -0.411



2.
19
Properties=species:S:1:pos:R:3:forces:R:3 method="wB97M-V/def2-TZVPD" charge=0 multiplicity=1 de_lowest_kj_mol=543.9 total_energy_ha=-630.813449
C -1.619 1.837 -0.323 -1.206 -0.381 -2.251
C -1.410 -2.552 0.381 -1.021 1.832 -0.653
C 2.135 -1.226 0.402 -1.279 1.033 -0.019
C -0.407 1.790 0.531 2.235 -0.032 -1.066
N 1.561 0.947 -1.423 -0.488 -0.425 0.247
O -0.049 0.354 0.524 0.405 0.916 0.998
P 0.878 -0.250 -0.638 1.414 -0.093 -0.611
H -2.381 1.160 0.080 0.027 0.315 0.316
H -2.059 2.836 -0.441 0.171 -0.187 0.100
H -1.479 1.385 -1.381 0.306 1.022 1.611
H -1.131 -3.560 0.278 0.017 -1.122 -0.125
H -2.380 -2.152 -0.038 1.327 -0.688 0.638
H -0.629 -1.839 0.618 -0.491 -0.223 0.232
H 1.670 -1.895 1.082 -0.800 -1.199 0.075
H 2.950 -1.682 -0.119 0.342 -0.044 -0.494
H 2.423 -0.484 1.111 0.946 0.958 0.208
H -0.603 2.130 1.549 0.044 -0.505 0.047
H 0.529 2.370 0.137 -1.947 -0.956 0.517
H 2.002 0.831 -2.328 -0.001 -0.224 0.230



3.
19
Properties=species:S:1:pos:R:3:forces:R:3 method="wB97M-V/def2-TZVPD" charge=-1 multiplicity=1 de_lowest_kj_mol=54.5 total_energy_ha=-687.807305
C 2.099 -1.801 0.377 -0.282 0.957 0.531
N 1.051 -1.063 -0.288 -0.201 -1.559 -0.109
C 0.247 -0.143 0.496 -0.080 0.271 -0.449
C -0.917 0.358 -0.373 0.144 1.088 -0.179
S -1.804 1.852 0.259 -0.266 -0.615 0.134
C 1.098 0.963 1.128 -0.664 0.243 -1.147
H 2.808 -1.099 0.842 0.531 -0.292 -0.185
H 1.712 -2.367 1.228 -0.293 -0.184 -0.082
H 2.584 -2.500 -0.298 0.176 0.067 -0.096
H 1.276 -0.832 -1.239 -0.131 0.528 0.029
H -0.245 -0.744 1.256 0.113 -0.082 0.519
H -0.551 0.692 -1.344 0.406 -0.201 -0.211
H -1.576 -0.483 -0.587 -0.111 -0.106 0.192
H 1.635 0.604 1.974 0.557 -0.204 0.750
H 0.463 1.811 1.383 -0.028 -0.083 0.222
H 1.794 1.308 0.355 0.137 0.039 0.144
H -3.317 0.849 -1.298 0.113 0.291 -0.245
H -4.443 1.674 -1.793 0.078 -0.025 -0.157
O -3.913 0.920 -2.078 -0.199 -0.134 0.339



4.
19
Properties=species:S:1:pos:R:3:forces:R:3 method="wB97M-V/def2-TZVPD" charge=-1 multiplicity=1 de_lowest_kj_mol=29.6 total_energy_ha=-687.816780
C 2.266 0.458 -0.698 -0.451 0.259 0.209
N 1.425 0.790 0.448 -0.128 -0.613 0.457
C 0.054 0.239 0.305 -0.199 0.210 -0.635
C -0.783 1.078 -0.669 -0.381 0.391 0.313
S -2.374 0.330 -1.191 0.179 0.099 0.294
C -0.599 0.134 1.675 -0.028 -0.602 -0.876
H 2.333 -0.619 -0.857 0.041 -0.237 -0.188
H 1.792 0.912 -1.567 0.377 -0.040 -0.185
H 3.267 0.857 -0.542 0.050 0.105 -0.151
H 1.802 0.267 1.238 0.126 0.332 0.051
H 0.089 -0.757 -0.165 0.163 -0.105 0.272
H -0.990 2.049 -0.193 0.181 -0.077 -0.107
H -0.210 1.264 -1.574 0.168 0.116 -0.024
H -0.127 -0.664 2.245 0.237 0.111 0.368
H -1.623 -0.197 1.496 -0.169 0.284 0.143
H -0.561 1.093 2.177 -0.055 0.126 0.255
H -1.722 -1.656 -0.824 -0.140 -0.339 -0.708
H -2.383 -2.924 -0.365 0.130 -0.145 -0.158
O -1.655 -2.653 -0.939 -0.102 0.127 0.673